1.
Molecular formula: C4H12N2
Method: DFT, the ωB97M-V functional and the def2-TZVPD basis

Properties
* 2S+1: 1
* LUMO: -10.4 eV
* orbital gap: 7.4590 eV
* total charge: +2
* energy relative to the best compared isomer or geometry (same formula, charge and spin): 5.515 eV
* HOMO energy: -0.657 hartree

Cartesian coordinates (Å):
C  0.60144  0.95148  0.25967
H  -1.23493  2.09326  -0.20040
C  1.40051  -0.09809  0.00050
H  1.14923  1.60939  2.29026
H  -0.43008  1.95643  -1.57588
H  0.27157  -2.91937  -0.48065
N  -0.67823  -2.67916  -0.74565
H  -1.26536  -0.51592  0.19262
H  -0.16003  0.60635  2.22859
H  1.69315  -1.00160  0.53147
H  -1.03503  -0.49725  -1.74690
H  1.87929  -0.00147  -0.97556
H  -0.21071  2.17880  1.60992
H  -1.02305  -3.05493  -1.62406
C  -0.88218  -0.11279  -0.73599
H  -1.18195  -3.24863  -0.05618
N  0.35354  1.32360  1.70364
C  -0.56768  1.34002  -0.68589

***

2.
Molecular formula: C4H12N2O
Method: DFT, the ωB97M-V functional and the def2-TZVPD basis

Properties
* 2S+1: 1
* LUMO: 1.0 eV
* orbital gap: 9.3410 eV
* total charge: 0
* energy relative to the best compared isomer or geometry (same formula, charge and spin): 1.492 eV
* HOMO energy: -0.305 hartree

Cartesian coordinates (Å):
C  0.43793  1.34795  -1.52790
H  1.66478  -1.38573  2.64362
H  1.87886  0.09972  1.72800
H  -1.53818  -0.05701  2.10236
H  1.10361  1.61161  -3.39251
N  1.49284  1.33581  -2.49860
C  -1.17751  -0.66569  1.28202
C  1.13250  -0.54146  2.20272
H  -0.00023  2.34970  -1.52592
H  1.87232  0.40445  -2.61731
H  0.43309  -1.59082  0.34827
H  -1.30488  0.48067  -1.24352
H  -3.06750  -1.14758  0.65836
N  -2.13419  -1.00241  0.30283
H  0.65273  0.02095  3.00303
C  0.10767  -1.00664  1.20334
H  -1.83125  -1.77507  -0.27302
O  -0.56498  0.38546  -1.85986
H  0.84242  1.13609  -0.53591